[1]
C18H18N4O3S | ωB97M-V/def2-TZVPD

Geometry as XYZ:
```
44
Properties=species:S:1:pos:R:3:forces:R:3
H -1.979275 0.113502 3.274455 -0.11 0.02 0.04
H 1.532810 3.708659 0.536265 0.11 0.07 0.03
N 1.978517 -1.470758 0.495250 -0.01 0.20 0.17
H 2.008016 -2.268238 -1.427843 0.03 -0.08 0.10
C -2.650557 0.599471 -0.582131 -0.25 0.06 0.10
C 0.828219 -1.203184 1.180210 -0.54 0.54 0.67
C 1.069037 -0.009248 1.906685 -0.21 -0.73 -0.29
C -1.480999 1.478637 -0.320444 0.28 0.32 0.15
H -3.910815 -1.947989 0.127752 -0.04 -0.02 0.07
O -3.712271 0.708938 -0.016328 0.03 -0.04 -0.05
O 1.845335 -0.135750 -2.308357 -0.17 -0.13 -0.10
C -1.646435 2.573767 0.521406 -0.16 -0.18 -0.13
C 2.564012 0.604610 -1.674175 0.48 0.23 -0.27
C 0.043197 0.500133 2.692756 0.07 -0.20 -0.08
C -1.134499 -0.222255 2.694591 0.05 0.13 0.12
N 2.337437 0.426579 1.640674 0.35 0.35 0.21
C 0.851565 1.994214 -0.555459 -0.33 0.12 0.03
C -3.547130 -2.349786 -0.814414 0.13 0.35 -0.14
N -0.294883 -1.903123 1.186481 0.35 -0.32 -0.39
O -2.393079 -0.317119 -1.516363 0.31 0.07 -0.06
H -3.163538 -1.625884 -2.823637 -0.05 0.09 0.11
H 4.647220 1.249630 -1.676299 -0.04 0.02 -0.04
N 2.153500 1.701769 -0.986645 0.16 0.43 -0.09
H 2.868194 2.233829 -0.505993 -0.05 -0.27 -0.05
C -1.250056 -1.395684 1.945087 -0.17 -0.03 0.07
S 4.443803 -0.320887 0.129566 0.02 0.08 -0.09
H -4.243689 -3.104541 -1.168513 -0.08 -0.10 -0.03
H 0.167481 1.406719 3.263113 0.00 0.11 0.06
H 4.357189 -0.404405 -2.286981 -0.15 0.16 -0.02
H -2.622251 2.767059 0.938725 -0.08 0.02 0.04
C 4.053150 0.344830 -1.557691 0.15 -0.30 0.23
C 2.827705 -0.447696 0.805837 0.45 0.04 0.15
C 0.680840 3.094466 0.282739 0.01 -0.13 -0.15
H 1.512313 -3.369525 -0.122724 0.05 -0.01 0.01
H -2.572352 -2.804118 -0.653403 0.07 -0.10 0.01
C -0.238442 1.194933 -0.874085 -0.14 -0.10 -0.06
H -4.383465 -0.684727 -1.909667 0.17 -0.08 -0.08
C -0.564186 3.384703 0.808274 0.02 -0.02 -0.02
C 2.201831 -2.573565 -0.396475 0.01 -0.38 -0.41
H -0.126263 0.345562 -1.526151 0.03 0.02 0.01
H -2.169040 -1.964041 1.963511 -0.16 0.03 0.05
H 3.233013 -2.915723 -0.304173 -0.11 0.00 0.01
C -3.437452 -1.232976 -1.842350 -0.48 -0.30 0.03
H -0.683720 4.239211 1.456942 -0.01 0.08 0.06
```
Positions in Å, forces in eV/Å.

Output
Kohn-Sham gap in eV: 8.82
Energy above the lowest of the compared OMol25 structures with the same formula, charge and spin in kcal per mole: 1.15

Atom charges from the Mulliken analysis, given in e for atoms 1 to 5: H 0.397; H 0.383; N 0.153; H 0.313; C 0.066

=====

[2]
C18H18N8O4 | ωB97M-V/def2-TZVPD

Geometry as XYZ:
```
48
Properties=species:S:1:pos:R:3:forces:R:3
N 1.394665 0.723113 -2.197995 1.20 -0.44 -0.55
C 0.048739 -0.917005 2.187607 0.36 -0.37 -0.49
O 2.384944 1.068703 -2.872608 -1.44 -0.50 0.83
H -1.319546 0.639102 1.530572 0.06 -0.38 0.54
C -2.610482 0.141424 -2.630947 0.03 0.08 -0.06
O 1.313416 -0.421378 -1.653347 0.39 1.45 -0.87
C 2.051546 -1.874236 3.166522 0.10 0.17 -0.12
O -1.352934 6.080678 -2.274986 1.59 -1.69 -0.23
H -1.144232 0.458003 3.259995 -0.14 -0.05 -0.13
H -2.588267 -2.473332 -2.420330 -0.42 -0.94 -0.50
C -1.290504 3.546509 -0.881012 -1.18 -0.27 1.34
C -0.548983 1.095757 -0.837198 2.56 0.79 2.34
H -2.562190 -0.337719 -3.593618 -0.33 0.23 -0.56
H 2.676280 -1.336234 5.135515 0.16 -0.08 0.03
N -0.548726 -1.407804 -0.136709 -1.51 0.08 -0.48
H 0.167230 0.725453 -0.051565 0.64 2.27 0.54
H 1.002109 -4.099546 -0.568473 0.11 0.18 0.08
H 2.689370 -3.813395 -0.175842 -0.31 0.17 -0.10
C 0.967423 -0.998537 3.236215 -0.01 -0.72 -0.70
N -1.396377 2.214275 -0.448530 -0.48 1.92 0.30
C 0.311386 -1.629929 1.004529 0.75 0.41 0.68
H 1.820759 -2.638346 -1.181792 -0.11 -0.16 0.16
N -1.768298 -0.675039 -1.796548 -1.11 -2.18 0.45
C 3.015318 -1.968953 4.314560 0.07 0.01 -0.04
N -2.511880 3.494797 0.892032 0.36 -2.33 -0.47
C 1.388357 -2.549085 0.922175 0.10 0.82 0.10
C 1.721857 -3.310329 -0.319879 0.47 -0.35 -0.44
N -2.160440 2.239443 0.686027 -0.32 1.36 -0.21
N -0.423983 5.296464 -2.530559 0.52 0.52 -0.58
H -2.109800 -0.702577 2.334753 0.31 -0.05 0.00
H 0.818007 -0.372923 4.101513 -0.06 -0.05 0.23
O 0.517613 5.564584 -3.319465 -1.66 -0.60 1.49
C 2.264222 -2.637310 2.012454 -0.61 0.18 0.04
C -1.153167 -2.498837 -0.732678 -0.06 0.76 -0.08
C 0.468308 2.937705 -2.333654 -0.41 0.77 -0.31
H -3.598045 0.082768 -2.190738 -0.34 0.24 -0.26
N -2.024863 4.296682 -0.039854 0.88 -0.46 -1.04
H 1.341518 3.228991 -2.928752 -0.53 -0.37 -0.06
H 4.011997 -1.643557 3.997828 -0.10 -0.03 0.13
H -2.264767 1.172942 -2.679088 0.01 -0.21 -0.04
H -1.022550 -3.511343 -0.455210 0.23 -0.41 0.60
H 3.099588 -3.001099 4.670028 -0.01 0.16 -0.01
C -1.186877 -0.104091 2.322441 -0.31 0.62 0.20
C -0.412028 3.938568 -1.932944 0.36 -0.25 -0.55
C 0.303323 1.587668 -1.983355 0.96 -0.06 0.12
C -1.914780 -2.054103 -1.730551 -0.21 1.27 -0.87
H 3.153979 -3.281269 1.946027 -0.56 0.24 0.02
C -1.018233 -0.275650 -0.822567 -0.01 -1.76 -0.45
```
Positions in Å, forces in eV/Å.

Output
Kohn-Sham gap in eV: 7.38
Energy above the lowest of the compared OMol25 structures with the same formula, charge and spin in kcal per mole: 0.00

Atom charges from the Mulliken analysis, given in e for atoms 1 to 5: N 0.770; C 0.673; O -0.727; H 0.117; C -0.887

=====

[3]
C18H19Br4N3O3ReS | ωB97M-V/def2-TZVPD

Geometry as XYZ:
```
49
Properties=species:S:1:pos:R:3:forces:R:3
H 3.341204 -2.971792 -1.989714 -1.06 0.33 -1.11
H 0.310366 -2.323308 -5.183155 0.41 -0.01 0.06
H -0.172969 -0.398685 -4.005000 -1.84 1.63 -0.80
C 2.322034 0.298701 1.682819 -0.94 0.79 0.44
H -3.975932 -0.124536 -0.948920 0.33 0.08 -0.31
C -2.932927 1.484715 -0.075919 -0.02 -0.36 -2.23
C 2.067422 -2.808529 -3.901576 0.58 -1.67 -0.53
H 2.496806 -0.858845 -1.132750 -0.03 -0.47 -1.33
Br 5.077046 -0.311331 1.084768 -1.11 0.20 0.61
N 0.584815 -0.904071 -3.700076 1.64 -1.34 1.91
C 0.656361 -2.290219 -4.147417 -0.36 -1.17 0.04
H -2.237408 -0.183407 -1.465444 -0.90 0.75 1.34
H 2.789383 -2.331523 -4.581936 -0.10 0.00 0.51
H -5.029436 1.539362 0.099523 0.54 1.39 -0.26
C -1.474819 -1.084716 1.309767 -0.57 -1.15 -0.88
Br 0.213308 1.640661 5.071617 -0.71 -0.23 -0.25
H -1.331930 -2.133849 1.655057 0.13 0.80 -0.16
H -0.052487 -2.937024 -3.573137 0.33 0.63 -0.31
C -4.011987 3.497015 0.587946 -1.05 0.46 -0.58
H 0.479612 -1.160495 0.638961 -1.84 0.60 -0.56
C -1.641421 3.323066 0.441524 -0.76 1.99 0.89
O 1.965913 0.118828 0.422785 0.20 0.97 0.81
C -2.951991 0.060136 -0.602253 -0.21 -1.25 0.66
H -4.920110 4.085536 0.665292 0.09 0.01 0.44
Br 2.892211 0.268689 6.357132 -0.40 0.18 -1.02
S 0.723227 1.227710 -2.085085 0.64 -0.88 -3.18
N -1.730249 2.098575 -0.083292 0.56 0.11 1.29
C -2.774152 4.073315 0.812246 1.28 -0.99 -0.64
Br 5.424179 -0.067242 4.440654 -0.65 0.17 -0.84
C 3.723993 0.210727 3.608746 1.71 -0.86 1.09
H -2.612489 5.065334 1.206820 -0.27 0.02 0.00
C -2.801857 -1.033763 0.537684 0.50 -1.07 -0.69
C 1.208272 -0.496220 -2.588148 -0.16 1.22 -1.47
H 1.556890 -3.228996 -1.849446 0.89 0.55 -0.62
Re 0.192938 1.226001 -0.000308 -0.58 -1.54 1.79
C -4.124859 2.200126 0.109708 0.90 -1.82 1.15
C 2.624883 0.418147 4.470110 0.24 -0.34 1.10
O 0.120710 1.367485 2.036955 3.27 -1.34 0.82
H -2.909913 -2.058621 0.050481 -0.01 1.38 0.40
H 2.174337 -3.920879 -4.048350 -0.49 1.08 -0.40
N 2.179462 -1.203718 -2.076319 -0.11 0.01 2.15
H -0.654677 3.794696 0.656166 -0.53 -0.62 -0.57
C 1.273247 0.845394 2.570474 -2.28 0.38 -1.81
C 2.345435 -2.657457 -2.432778 0.23 0.47 1.92
H -1.388676 -0.417063 2.146100 0.01 0.47 0.24
C 1.402453 0.744020 3.933455 0.49 1.25 1.74
H -3.583381 -0.992590 1.300355 -0.17 0.29 -0.26
O -0.418942 -0.787343 0.321476 1.60 -0.74 0.99
C 3.586125 0.097992 2.252411 0.61 -0.35 -1.58
```
Positions in Å, forces in eV/Å.

Output
Kohn-Sham gap (alpha / beta) in eV: 6.96 / 5.35
Energy above the lowest of the compared OMol25 structures with the same formula, charge and spin in kcal per mole: 20.07
Spin multiplicity: 4
Net charge: +2

Atom charges from the Mulliken analysis, given in e for atoms 1 to 5: H 0.383; H 0.405; H 0.238; C 0.412; H 0.456

=====

[4]
C18H19BrN2O2S | ωB97M-V/def2-TZVPD

Geometry as XYZ:
```
43
Properties=species:S:1:pos:R:3:forces:R:3
H 2.264960 2.242123 3.160733 0.22 0.47 0.25
C 1.041888 2.361146 1.437661 0.27 -0.88 -2.39
N -0.978957 -0.605314 0.509879 1.09 1.65 -1.48
C 1.571285 3.655940 -0.583688 -0.74 -1.27 0.79
C 0.949517 0.545165 3.219617 0.20 1.41 1.58
C 0.765186 3.079357 -2.848200 -0.49 -1.71 0.68
H 1.682989 2.689195 -3.333885 -0.72 0.00 0.17
C -0.165781 -5.080209 -1.730349 -1.13 0.26 1.52
O -3.644666 -3.357599 0.896384 1.82 0.25 -0.61
C -1.961487 -3.538531 -1.239644 -2.45 2.62 -0.16
H 2.100760 4.430431 -1.157132 -0.20 -0.07 0.81
H 1.057446 0.376095 4.300259 -0.69 0.72 0.16
C 0.215728 1.673419 -0.747348 0.00 0.80 0.32
C -0.311076 0.278823 1.268046 -4.07 -3.01 -3.30
C 2.426313 4.391125 1.665922 0.50 0.98 -0.31
C -0.414313 0.169983 2.686818 -0.26 0.55 3.44
C 0.278354 1.500739 0.642221 0.42 -1.21 -0.54
C -2.148268 -3.421167 -2.584572 -0.15 0.16 -2.43
H 0.511367 2.631523 3.341258 0.05 0.48 1.08
H 1.749661 -0.106601 2.972348 0.63 -0.71 -1.51
C 0.749170 2.790247 -1.344352 2.17 1.38 -0.32
H -1.427504 -3.794012 -4.552354 -0.27 -0.35 -0.57
H 1.988495 4.421619 2.646092 -0.06 -0.06 0.55
H -0.160861 2.688165 -3.256968 0.17 -0.61 -0.52
C -0.968797 -4.268896 -0.816887 5.16 -4.11 1.84
H -1.857800 -1.839972 1.898361 -0.25 -0.28 -1.47
H -0.689299 -0.832156 3.059964 0.06 0.31 -0.37
N -1.693828 -1.734718 0.862366 0.69 0.58 2.76
O -3.813658 -1.503791 -0.722234 3.45 -3.03 1.08
C -0.456864 -5.006926 -3.072310 1.68 -1.25 0.13
C 1.256954 2.032193 2.845726 -0.47 -1.50 1.11
H -0.682657 -4.321193 0.258233 -0.37 0.05 -0.91
S -2.913611 -2.528732 -0.049008 -3.53 3.50 -0.79
C 1.725142 3.403970 0.803211 -0.97 1.34 -1.10
H -0.184356 0.946895 -1.401830 -0.85 -0.82 -0.17
H 0.678185 4.104297 -3.073501 0.26 1.49 0.10
H -1.199501 0.896682 3.156428 1.21 -1.06 -0.97
H 3.467095 4.109439 1.752836 0.46 0.15 0.26
H 0.585004 -5.821795 -1.393420 -0.60 0.85 0.07
Br 0.497999 -6.217494 -4.262166 -0.47 0.78 0.44
H -2.909001 -2.781335 -2.983273 -0.27 0.46 0.04
H 2.369565 5.439940 1.300819 0.11 -0.78 -0.12
C -1.350779 -4.098066 -3.532060 -1.60 1.47 0.88
```
Positions in Å, forces in eV/Å.

Output
Kohn-Sham gap in eV: 8.69

Atom charges from the Mulliken analysis, given in e for atoms 1 to 5: H 0.488; C 0.305; N -0.401; C -0.870; C -1.416